{"formula": "C57H59CsN10O3P3SSi", "method": "wB97M-V/def2-TZVPD", "homo_lumo_gap_ha": 0.154, "relative_energy_kcal_mol": 45.8, "e_lumo_ev": 1.44, "energy_ev": -128239.404, "e_homo_ev": -2.76, "total_charge": -1, "mol_weight_da": 1218.1, "symbols": ["Cs", "C", "Si", "C", "C", "C", "C", "C", "C", "P", "C", "C", "C", "C", "C", "C", "C", "C", "C", "C", "C", "C", "C", "C", "C", "C", "C", "C", "P", "C", "C", "C", "C", "C", "C", "C", "C", "C", "C", "C", "C", "H", "H", "H", "H", "H", "H", "H", "H", "H", "H", "H", "H", "H", "H", "H", "H", "H", "H", "H", "H", "H", "H", "H", "H", "H", "H", "H", "H", "H", "H", "H", "N", "C", "C", "C", "C", "C", "C", "S", "O", "O", "N", "C", "N", "C", "C", "C", "N", "H", "H", "H", "H", "H", "H", "H", "H", "H", "C", "N", "C", "C", "O", "N", "C", "N", "H", "H", "H", "H", "H", "H", "H", "C", "N", "C", "N", "C", "N", "C", "P", "C", "C", "H", "H", "H", "H", "H", "H", "H", "H", "H", "H", "H", "H"], "coordinates": [[0.406, -0.852, -0.535], [0.644, 3.665, -0.897], [0.270, 2.274, 0.418], [-0.931, 3.325, 1.475], [-0.750, 4.033, 2.652], [-1.821, 4.681, 3.247], [-3.081, 4.606, 2.677], [-3.280, 3.899, 1.499], [-2.201, 3.264, 0.907], [-2.221, 2.271, -0.637], [-3.140, 0.807, -0.051], [-3.046, 0.396, 1.270], [-3.843, -0.627, 1.746], [-4.730, -1.267, 0.897], [-4.765, -0.926, -0.446], [-3.969, 0.101, -0.920], [-3.689, 3.172, -1.381], [-5.052, 2.955, -1.192], [-5.981, 3.739, -1.851], [-5.573, 4.732, -2.726], [-4.221, 4.953, -2.930], [-3.294, 4.182, -2.257], [1.868, 2.256, 1.445], [2.970, 3.043, 1.146], [4.175, 2.876, 1.794], [4.308, 1.882, 2.750], [3.227, 1.078, 3.066], [2.009, 1.268, 2.419], [0.499, 0.311, 2.787], [0.026, 1.119, 4.386], [0.942, 1.321, 5.416], [0.563, 1.948, 6.588], [-0.740, 2.389, 6.755], [-1.661, 2.193, 5.741], [-1.280, 1.561, 4.570], [1.191, -1.247, 3.451], [0.671, -1.903, 4.566], [1.134, -3.158, 4.918], [2.118, -3.782, 4.167], [2.626, -3.149, 3.042], [2.154, -1.903, 2.682], [0.829, 4.645, -0.461], [-0.215, 3.776, -1.559], [1.497, 3.393, -1.511], [0.234, 4.080, 3.104], [-1.676, 5.248, 4.159], [-3.917, 5.109, 3.147], [-4.274, 3.847, 1.071], [-2.352, 0.903, 1.921], [-3.785, -0.908, 2.788], [-5.402, -2.021, 1.286], [-5.431, -1.444, -1.124], [-4.030, 0.398, -1.962], [-5.389, 2.178, -0.517], [-7.037, 3.578, -1.675], [-6.308, 5.331, -3.245], [-3.891, 5.721, -3.613], [-2.233, 4.356, -2.396], [2.880, 3.807, 0.391], [5.020, 3.508, 1.550], [5.260, 1.726, 3.245], [3.354, 0.282, 3.795], [1.962, 0.988, 5.301], [1.287, 2.098, 7.379], [-1.035, 2.882, 7.672], [-2.680, 2.536, 5.858], [-2.013, 1.414, 3.791], [-0.101, -1.427, 5.160], [0.723, -3.662, 5.785], [2.478, -4.763, 4.448], [3.387, -3.627, 2.438], [2.527, -1.427, 1.787], [8.662, -2.596, 1.890], [7.610, -2.090, 1.135], [7.635, -2.167, -0.259], [6.550, -1.743, -1.002], [5.443, -1.221, -0.365], [5.412, -1.119, 1.011], [6.485, -1.555, 1.762], [3.998, -0.709, -1.301], [3.612, 0.600, -0.828], [4.311, -0.779, -2.713], [2.777, -1.675, -0.926], [2.891, -2.979, -0.900], [1.727, -3.665, -0.761], [1.802, -4.969, -0.683], [2.994, -5.678, -0.739], [4.130, -4.894, -0.896], [4.101, -3.586, -0.980], [9.552, -2.662, 1.421], [8.722, -2.257, 2.838], [8.513, -2.568, -0.748], [6.533, -1.807, -2.077], [4.546, -0.680, 1.476], [6.462, -1.485, 2.840], [0.848, -5.479, -0.571], [3.035, -6.754, -0.667], [5.119, -5.341, -0.952], [-4.861, -4.938, -0.723], [-3.560, -4.379, -0.466], [-3.075, -4.253, 0.887], [-2.072, -3.075, 0.760], [-1.408, -2.628, 1.661], [-2.094, -2.661, -0.539], [-2.965, -3.383, -1.189], [-3.272, -3.166, -2.491], [-4.926, -5.931, -0.275], [-5.026, -5.032, -1.794], [-5.655, -4.311, -0.298], [-2.574, -5.168, 1.212], [-3.866, -4.001, 1.597], [-2.624, -2.546, -2.953], [-3.580, -3.956, -3.034], [0.422, 1.487, -6.440], [-0.151, 2.070, -5.243], [-1.597, 2.044, -5.350], [-2.132, 0.710, -5.589], [-1.493, 0.148, -6.768], [-0.042, 0.131, -6.703], [0.441, -0.795, -5.694], [-0.134, -0.410, -3.938], [0.315, 1.406, -4.039], [-1.932, -0.137, -4.429], [1.510, 1.476, -6.345], [0.137, 2.108, -7.297], [-1.890, 2.681, -6.194], [-2.037, 2.441, -4.431], [-1.780, 0.756, -7.634], [-1.855, -0.875, -6.913], [1.537, -0.778, -5.696], [0.111, -1.806, -5.966], [1.405, 1.488, -3.980], [-0.117, 1.908, -3.168], [-2.433, 0.326, -3.571], [-2.403, -1.108, -4.634]], "atomic_forces_ev_per_a": [[-2.0, 0.3, 0.5], [0.1, -0.2, 0.2], [0.3, 1.4, -0.1], [0.4, -0.4, -0.1], [0.0, 0.2, 0.0], [0.1, 0.1, 0.1], [-0.2, 0.1, 0.1], [-0.1, 0.0, 0.0], [0.1, 0.1, 0.0], [-1.3, 0.0, -0.5], [0.1, -0.1, -0.1], [0.0, 0.0, -0.1], [-0.1, -0.1, 0.2], [-0.1, -0.1, 0.1], [-0.2, 0.0, -0.1], [0.0, 0.0, 0.0], [0.3, -0.1, -0.2], [0.2, 0.0, 0.1], [-0.2, 0.0, 0.0], [-0.1, 0.1, -0.1], [-0.1, 0.2, -0.1], [0.0, -0.1, 0.1], [-0.4, -0.2, -0.2], [0.3, 0.3, 0.1], [0.1, 0.1, 0.0], [0.2, -0.1, 0.2], [0.2, -0.1, 0.1], [0.2, -0.3, 0.2], [0.0, 0.0, 0.8], [-0.2, 0.0, -0.1], [0.0, 0.0, 0.0], [0.1, 0.0, 0.1], [-0.1, 0.0, 0.0], [-0.1, 0.1, 0.2], [0.1, -0.2, -0.1], [-0.1, -0.2, -0.2], [0.0, 0.2, -0.1], [0.0, -0.2, 0.1], [0.0, -0.1, 0.0], [0.1, -0.2, 0.0], [-0.2, 0.1, 0.0], [0.1, 0.2, 0.1], [0.0, 0.0, -0.1], [0.3, 0.0, -0.2], [0.1, 0.0, 0.0], [0.0, 0.0, 0.1], [0.0, 0.0, 0.0], [0.0, 0.0, 0.0], [0.0, 0.0, 0.0], [0.0, -0.1, 0.1], [0.0, -0.1, 0.0], [-0.1, 0.0, -0.1], [0.0, 0.0, 0.0], [0.0, 0.0, 0.0], [-0.1, 0.0, 0.0], [0.0, 0.0, 0.0], [0.0, 0.1, -0.1], [0.0, 0.0, -0.1], [0.0, 0.1, -0.2], [0.0, 0.0, 0.0], [0.0, 0.0, 0.0], [0.0, 0.1, -0.1], [0.1, 0.0, 0.0], [0.0, 0.0, 0.0], [0.0, 0.0, 0.0], [0.0, 0.0, 0.0], [-0.1, 0.1, -0.1], [0.0, 0.0, 0.0], [0.0, 0.0, 0.0], [0.0, 0.0, 0.0], [0.0, 0.0, 0.0], [0.1, 0.0, -0.1], [0.2, -0.2, 0.2], [-0.2, 0.0, -0.1], [0.0, 0.0, 0.1], [0.1, 0.1, 0.0], [-0.4, 0.3, -0.3], [0.0, 0.1, -0.1], [0.1, -0.1, 0.0], [0.0, 0.2, -0.3], [0.0, 0.0, 0.3], [0.3, -0.4, 0.1], [2.1, 0.9, -0.3], [0.4, -1.5, -0.1], [-0.2, 0.4, 0.0], [-0.1, -0.4, 0.0], [0.0, 0.0, 0.0], [0.0, -0.4, 0.1], [-0.1, 0.1, -0.2], [-0.1, 0.1, 0.1], [0.1, 0.0, -0.1], [0.1, -0.1, -0.1], [0.1, -0.1, -0.2], [-0.1, 0.1, 0.2], [0.0, 0.0, 0.1], [0.0, -0.1, 0.0], [0.0, 0.0, 0.0], [0.0, -0.1, 0.0], [-0.1, 0.0, 0.0], [0.0, 0.1, -0.2], [0.4, 0.1, 0.3], [-0.5, -0.6, 0.4], [0.1, -0.1, 0.0], [0.3, 0.4, -0.9], [0.1, -0.2, 0.5], [0.1, -0.1, 0.1], [0.0, 0.1, -0.1], [-0.1, 0.0, 0.0], [0.0, 0.0, 0.0], [0.0, 0.1, 0.1], [0.0, 0.0, 0.0], [0.0, 0.0, 0.0], [0.0, 0.1, 0.0], [0.0, 0.1, -0.1], [0.1, 0.4, -0.1], [-0.1, 0.2, 0.0], [-0.3, 0.1, -0.2], [-0.1, 0.0, -0.1], [0.1, 0.0, -0.3], [0.1, -0.3, 0.4], [-0.2, 0.1, -0.9], [0.1, -0.2, 0.4], [0.2, -0.2, 0.4], [0.0, 0.0, -0.1], [0.1, 0.0, 0.1], [0.0, 0.0, 0.1], [0.0, 0.0, -0.1], [0.0, -0.1, 0.1], [0.0, 0.1, 0.0], [-0.1, -0.1, 0.0], [0.1, 0.1, 0.1], [-0.1, 0.0, 0.1], [0.1, 0.0, 0.1], [0.0, -0.2, 0.0], [0.0, 0.1, 0.1]]}